Formula: C2H9NS
Source: the Open Molecules 2025 dataset
Level of theory: wB97M-V/def2-TZVPD

The geometry in ORCA input format:
```
! wB97M-V def2-TZVPD RIJCOSX def2/J DEFGRID3
* xyz 0 1
H -4.651 -0.501 1.371
H -3.985 -0.322 1.062
C -0.208 -0.770 0.597
C 1.147 -0.081 0.525
S 0.748 -1.551 -0.708
H -1.115 -0.192 0.571
H -0.182 -1.606 1.225
H 1.520 0.841 0.030
H 1.772 -0.153 1.448
N -1.111 3.185 -0.018
H -0.537 2.452 -0.311
H -1.970 3.017 -0.512
H -0.680 4.101 -0.162
*
```

Output
Frontier orbital gap ... 9.6 eV
ΔE to the lowest compared entry with this formula, charge and spin ... 60.7 kcal per mole
Highest occupied orbital energy ... -8.82 eV

Atom charges from the natural (NBO) analysis, given in e for atoms 1 to 8: H 0.007; H -0.007; C -0.521; C -0.444; S 0.062; H 0.225; H 0.227; H 0.233

Formula: C2H9NS
Source: the Open Molecules 2025 dataset
Level of theory: wB97M-V/def2-TZVPD

The geometry in ORCA input format:
```
! wB97M-V def2-TZVPD RIJCOSX def2/J DEFGRID3
* xyz 0 1
C 1.578 0.734 0.042
C 1.120 -0.723 0.179
N -0.118 -0.778 0.976
H 1.909 1.241 0.949
H 2.433 0.830 -0.648
H 0.795 1.320 -0.436
H 1.041 -1.229 -0.771
H 1.850 -1.167 0.857
H -1.056 -0.607 0.692
H 0.040 -0.318 1.859
S -2.806 -0.084 -0.850
H -3.626 -0.426 -1.868
H -3.159 1.207 -0.982
*
```

Output
Frontier orbital gap ... 9.3 eV
ΔE to the lowest compared entry with this formula, charge and spin ... 16.0 kcal per mole
Highest occupied orbital energy ... -8.56 eV

Atom charges from the natural (NBO) analysis, given in e for atoms 1 to 8: C -0.624; C -0.212; N -0.872; H 0.202; H 0.200; H 0.202; H 0.199; H 0.186

Formula: C2H9O3
Source: the Open Molecules 2025 dataset
Level of theory: wB97M-V/def2-TZVPD

The geometry in ORCA input format:
```
! wB97M-V def2-TZVPD RIJCOSX def2/J DEFGRID3
* xyz -1 1
C -0.406 1.068 1.518
O -0.243 1.227 0.151
C 0.677 0.205 2.174
H -1.400 0.589 1.695
H -0.491 2.068 1.924
H 0.842 -0.722 1.611
H 0.257 -0.184 3.118
H 1.637 0.681 2.296
H 0.004 -1.096 -2.979
H -0.179 -0.858 -4.521
O -0.088 -1.554 -3.867
H -0.724 -1.070 -1.207
H 0.016 0.246 -0.519
O 0.097 -0.600 -1.394
*
```

Output
Frontier orbital gap ... 8.3 eV
ΔE to the lowest compared entry with this formula, charge and spin ... 8.6 kcal per mole
Highest occupied orbital energy ... -3.95 eV

Atom charges from the natural (NBO) analysis, given in e for atoms 1 to 8: C -0.038; O -0.865; C -0.641; H 0.099; H 0.130; H 0.211; H 0.173; H 0.189

Formula: C2H9OS
Source: the Open Molecules 2025 dataset
Level of theory: wB97M-V/def2-TZVPD

The geometry in ORCA input format:
```
! wB97M-V def2-TZVPD RIJCOSX def2/J DEFGRID3
* xyz 0 2
O 1.281 -0.898 2.400
H 0.842 -1.463 3.044
H 2.060 -0.530 2.834
H 0.975 0.254 0.799
C -1.997 0.876 -0.598
S -0.176 0.285 -0.006
C 0.868 -0.266 -1.418
H -2.237 0.650 -1.642
H -2.067 1.930 -0.368
H -2.663 0.217 -0.055
H 1.239 0.607 -1.953
H 1.663 -0.831 -0.958
H 0.211 -0.831 -2.078
*
```

Output
Frontier orbital gap (spin up / spin down) ... 6.6 / 8.9 eV
ΔE to the lowest compared entry with this formula, charge and spin ... 25.8 kcal per mole
⟨S²⟩ ... 0.758
Highest occupied orbital energy (spin up / spin down) ... -5.93 / -8.40 eV

Atom charges from the natural (NBO) analysis, given in e for atoms 1 to 8: O -0.943; H 0.477; H 0.473; H 0.076; C -0.750; S 0.108; C -0.708; H 0.202

Formula: C2H9OS
Source: the Open Molecules 2025 dataset
Level of theory: wB97M-V/def2-TZVPD

The geometry in ORCA input format:
```
! wB97M-V def2-TZVPD RIJCOSX def2/J DEFGRID3
* xyz 1 1
O 2.684 -0.581 0.175
H 3.401 -0.994 0.658
H 3.131 0.168 -0.258
H 1.027 -0.217 0.252
C -1.414 -1.148 0.488
S -0.217 -0.155 -0.417
C -0.810 1.495 -0.670
H -1.529 -1.000 1.562
H -2.434 -0.995 0.130
H -1.131 -2.172 0.263
H -0.561 2.207 0.119
H -1.887 1.489 -0.785
H -0.260 1.902 -1.518
*
```

Output
Frontier orbital gap ... 12.4 eV
ΔE to the lowest compared entry with this formula, charge and spin ... 12.1 kcal per mole
Highest occupied orbital energy ... -15.58 eV

Atom charges from the natural (NBO) analysis, given in e for atoms 1 to 8: O -0.947; H 0.513; H 0.497; H 0.271; C -0.758; S 0.573; C -0.771; H 0.264

Formula: C2HAgO3
Source: the Open Molecules 2025 dataset
Level of theory: wB97M-V/def2-TZVPD

The geometry in ORCA input format:
```
! wB97M-V def2-TZVPD RIJCOSX def2/J DEFGRID3
* xyz 1 2
O -0.945 -1.417 0.243
O -1.737 1.739 0.258
O 0.809 -0.253 -0.330
C -1.305 0.824 -0.328
C -0.354 -0.274 0.050
Ag 2.664 0.097 -1.555
H -0.218 -2.102 0.057
*
```

Output
Frontier orbital gap (spin up / spin down) ... 7.0 / 10.2 eV
ΔE to the lowest compared entry with this formula, charge and spin ... 12.8 kcal per mole
⟨S²⟩ ... 0.754
Highest occupied orbital energy (spin up / spin down) ... -13.28 / -16.50 eV

Now the natural (NBO) charges, all in e: O -0.591; O -0.321; O -0.768; C 0.497; C 0.679; Ag 0.988; H 0.517

Formula: C2HBeF6NO4S2
Source: the Open Molecules 2025 dataset
Level of theory: wB97M-V/def2-TZVPD

The geometry in ORCA input format:
```
! wB97M-V def2-TZVPD RIJCOSX def2/J DEFGRID3
* xyz 0 1
N -1.683 -0.652 0.480
S -0.741 -0.582 -0.809
O -1.346 0.108 -1.999
C -0.801 -2.381 -1.313
F -2.036 -2.852 -1.236
F -0.010 -3.095 -0.524
F -0.375 -2.504 -2.567
S -1.113 0.085 1.896
O 0.450 -0.156 1.840
O -1.666 -0.776 2.987
Be 1.083 -0.163 0.291
O 1.803 1.107 0.090
H 2.745 1.247 -0.092
C 1.064 2.348 0.226
F 1.706 3.243 -0.503
F -0.166 2.294 -0.250
F 1.085 2.728 1.484
*
```

Output
Frontier orbital gap ... 6.8 eV
ΔE to the lowest compared entry with this formula, charge and spin ... 0.0 kcal per mole
Highest occupied orbital energy ... -8.69 eV

Atom charges from the natural (NBO) analysis, given in e for atoms 1 to 8: N -1.110; S 1.185; O -0.926; C 0.777; F -0.290; F -0.319; F -0.314; S 1.619

Formula: C2HBeLiO2
Source: the Open Molecules 2025 dataset
Level of theory: wB97M-V/def2-TZVPD

The geometry in ORCA input format:
```
! wB97M-V def2-TZVPD RIJCOSX def2/J DEFGRID3
* xyz 2 1
O 2.177 -0.304 0.086
C 2.041 -1.495 0.305
Be 1.458 0.615 1.068
Li 0.560 0.297 -0.868
H 2.301 -2.138 1.125
C 0.178 -1.759 -0.142
O -0.430 -2.507 -0.768
*
```

Output
Frontier orbital gap (spin up / spin down) ... 6.5 / 8.1 eV
ΔE to the lowest compared entry with this formula, charge and spin ... 44.9 kcal per mole
Highest occupied orbital energy (spin up / spin down) ... -19.19 / -20.72 eV

Now the natural (NBO) charges, all in e: O -0.938; C 0.462; Be 1.106; Li 0.894; H 0.270; C 0.417; O -0.211

Formula: C2HBr
Source: the Open Molecules 2025 dataset
Level of theory: wB97M-V/def2-TZVPD

The geometry in ORCA input format:
```
! wB97M-V def2-TZVPD RIJCOSX def2/J DEFGRID3
* xyz 0 1
C 0.752 -0.941 0.198
C -1.255 1.463 0.058
Br -0.894 -0.270 0.104
H 1.397 -0.252 -0.360
*
```

Output
Frontier orbital gap (spin up / spin down) ... 7.1 / 7.2 eV
ΔE to the lowest compared entry with this formula, charge and spin ... 135.9 kcal per mole
Highest occupied orbital energy (spin up / spin down) ... -8.62 / -9.03 eV

Now the natural (NBO) charges, all in e: C -0.598; C -0.201; Br 0.661; H 0.138

Formula: C2HBr2ClOS
Source: the Open Molecules 2025 dataset
Level of theory: wB97M-V/def2-TZVPD

The geometry in ORCA input format:
```
! wB97M-V def2-TZVPD RIJCOSX def2/J DEFGRID3
* xyz 0 1
C -0.748 0.027 0.070
C 0.894 0.547 1.296
O -1.939 -0.401 -1.971
S -0.605 0.065 -1.637
Cl 0.701 -1.617 -1.794
Br 0.864 0.387 3.100
Br 2.459 0.617 0.354
H -1.625 0.375 0.583
*
```

Output
Frontier orbital gap (spin up / spin down) ... 6.6 / 8.9 eV
ΔE to the lowest compared entry with this formula, charge and spin ... 108.9 kcal per mole
Highest occupied orbital energy (spin up / spin down) ... -8.56 / -9.88 eV

Now the natural (NBO) charges, all in e: C -0.338; C -0.395; O -0.884; S 1.283; Cl -0.280; Br 0.215; Br 0.188; H 0.210

Formula: C2HBr2F3
Source: the Open Molecules 2025 dataset
Level of theory: wB97M-V/def2-TZVPD

The geometry in ORCA input format:
```
! wB97M-V def2-TZVPD RIJCOSX def2/J DEFGRID3
* xyz 0 1
C 0.281 0.212 -0.748
C -0.487 0.010 0.500
F 1.292 1.047 -0.612
F -0.609 0.706 -1.662
F -0.879 1.087 1.041
Br -1.623 -1.389 0.534
Br 1.583 -0.830 2.209
H 0.443 -0.845 -1.260
*
```

Output
Frontier orbital gap (spin up / spin down) ... 7.1 / 7.8 eV
ΔE to the lowest compared entry with this formula, charge and spin ... 20.5 kcal per mole
Highest occupied orbital energy (spin up / spin down) ... -9.79 / -9.97 eV

Now the natural (NBO) charges, all in e: C 0.444; C 0.379; F -0.283; F -0.338; F -0.264; Br 0.243; Br -0.352; H 0.172

Formula: C2HBr2N3
Source: the Open Molecules 2025 dataset
Level of theory: wB97M-V/def2-TZVPD

The geometry in ORCA input format:
```
! wB97M-V def2-TZVPD RIJCOSX def2/J DEFGRID3
* xyz 0 1
Br -3.118 -0.303 -0.014
C -1.266 -0.018 -0.001
N -0.480 -1.106 -0.012
N 0.773 -0.667 0.000
C 0.947 0.623 0.026
Br 2.416 1.679 -0.015
N -0.771 1.169 0.030
H 1.501 -1.375 -0.014
*
```

Output
Frontier orbital gap ... 9.6 eV
ΔE to the lowest compared entry with this formula, charge and spin ... 43.0 kcal per mole
Highest occupied orbital energy ... -9.25 eV

Now the natural (NBO) charges, all in e: Br 0.104; C 0.207; N -0.368; N -0.313; C 0.144; Br 0.210; N -0.414; H 0.431

Formula: C2HBr2NO
Source: the Open Molecules 2025 dataset
Level of theory: wB97M-V/def2-TZVPD

The geometry in ORCA input format:
```
! wB97M-V def2-TZVPD RIJCOSX def2/J DEFGRID3
* xyz 0 3
C 1.196 -0.576 -1.147
C -0.971 1.097 1.185
N 0.227 0.063 -1.442
O 2.123 -1.129 -0.725
Br -2.354 -0.157 1.569
Br 0.365 1.008 2.449
H -0.585 -0.306 -1.890
*
```

Output
Frontier orbital gap (spin up / spin down) ... 9.0 / 8.2 eV
ΔE to the lowest compared entry with this formula, charge and spin ... 0.9 kcal per mole
⟨S²⟩ ... 2.010
Highest occupied orbital energy (spin up / spin down) ... -8.43 / -10.54 eV

Now the natural (NBO) charges, all in e: C 0.865; C -0.217; N -0.779; O -0.499; Br 0.076; Br 0.133; H 0.421

Formula: C2HBrCl2F2
Source: the Open Molecules 2025 dataset
Level of theory: wB97M-V/def2-TZVPD

The geometry in ORCA input format:
```
! wB97M-V def2-TZVPD RIJCOSX def2/J DEFGRID3
* xyz 0 3
C 1.013 -0.541 0.599
C 0.703 0.340 -0.333
F -2.494 0.100 -0.128
F 0.131 -0.013 -1.560
Cl 1.607 -0.181 2.146
Cl 0.816 1.978 -0.096
Br 0.785 -2.358 0.272
H -2.562 0.674 -0.901
*
```

Output
Frontier orbital gap (spin up / spin down) ... 6.3 / 8.3 eV
ΔE to the lowest compared entry with this formula, charge and spin ... 45.8 kcal per mole
⟨S²⟩ ... 2.008
Highest occupied orbital energy (spin up / spin down) ... -5.67 / -10.95 eV

Now the natural (NBO) charges, all in e: C -0.283; C 0.183; F -0.564; F -0.314; Cl 0.121; Cl 0.109; Br 0.183; H 0.565

Formula: C2HBrF3NO
Source: the Open Molecules 2025 dataset
Level of theory: wB97M-V/def2-TZVPD

The geometry in ORCA input format:
```
! wB97M-V def2-TZVPD RIJCOSX def2/J DEFGRID3
* xyz 0 1
F 1.226 -0.725 1.535
C 0.912 -0.453 0.245
O 0.018 -1.434 -0.333
N -0.897 -0.289 -0.788
Br -2.638 -0.578 -0.247
C -0.080 0.665 -0.041
F -0.643 1.410 0.931
F 0.402 1.656 -0.931
H 1.701 -0.251 -0.370
*
```

Output
Frontier orbital gap ... 10.1 eV
ΔE to the lowest compared entry with this formula, charge and spin ... 71.5 kcal per mole
Highest occupied orbital energy ... -10.43 eV

Atom charges from the natural (NBO) analysis, given in e for atoms 1 to 8: F -0.300; C 0.397; O -0.358; N -0.249; Br 0.253; C 0.715; F -0.289; F -0.334

Formula: C2HBrFN
Source: the Open Molecules 2025 dataset
Level of theory: wB97M-V/def2-TZVPD

The geometry in ORCA input format:
```
! wB97M-V def2-TZVPD RIJCOSX def2/J DEFGRID3
* xyz 0 1
C -0.760 -0.252 1.915
C 0.467 -0.675 1.296
N -1.761 0.025 2.436
F 0.720 -1.946 1.058
Br 2.005 0.116 2.110
H 0.763 -0.123 -0.622
*
```

Output
Frontier orbital gap (spin up / spin down) ... 8.9 / 8.6 eV
ΔE to the lowest compared entry with this formula, charge and spin ... 78.7 kcal per mole
Highest occupied orbital energy (spin up / spin down) ... -10.70 / -10.04 eV

Now the natural (NBO) charges, all in e: C 0.136; C 0.174; N -0.202; F -0.308; Br 0.106; H 0.094

Formula: C2HBrN2O
Source: the Open Molecules 2025 dataset
Level of theory: wB97M-V/def2-TZVPD

The geometry in ORCA input format:
```
! wB97M-V def2-TZVPD RIJCOSX def2/J DEFGRID3
* xyz 0 3
C -2.231 -0.248 -0.454
C 1.585 -0.262 0.139
N -1.402 -0.669 0.216
N 1.444 0.823 0.433
O 0.999 1.904 0.611
Br 2.379 -1.854 0.134
H -2.774 0.306 -1.079
*
```

Output
Frontier orbital gap (spin up / spin down) ... 6.4 / 6.8 eV
ΔE to the lowest compared entry with this formula, charge and spin ... 45.1 kcal per mole
⟨S²⟩ ... 2.014
Highest occupied orbital energy (spin up / spin down) ... -5.53 / -9.81 eV

Now the natural (NBO) charges, all in e: C 0.090; C 0.055; N -0.305; N -0.029; O -0.169; Br 0.148; H 0.210

Formula: C2HBrN2O2
Source: the Open Molecules 2025 dataset
Level of theory: wB97M-V/def2-TZVPD

The geometry in ORCA input format:
```
! wB97M-V def2-TZVPD RIJCOSX def2/J DEFGRID3
* xyz 0 1
C -1.028 -1.372 -0.181
C 0.071 -0.575 -0.186
N -1.855 -2.156 0.075
N 1.386 -1.030 -0.103
O 1.786 -2.147 0.040
O 2.173 -0.048 0.165
Br 4.613 0.087 -0.067
H 0.202 0.541 -0.432
*
```

Output
Frontier orbital gap (spin up / spin down) ... 7.9 / 6.7 eV
ΔE to the lowest compared entry with this formula, charge and spin ... 133.4 kcal per mole
Highest occupied orbital energy (spin up / spin down) ... -10.27 / -10.52 eV

Now the natural (NBO) charges, all in e: C 0.155; C -0.039; N -0.132; N 0.442; O -0.294; O -0.373; Br -0.045; H 0.285

Formula: C2HCeO3
Source: the Open Molecules 2025 dataset
Level of theory: wB97M-V/def2-TZVPD

The geometry in ORCA input format:
```
! wB97M-V def2-TZVPD RIJCOSX def2/J DEFGRID3
* xyz 2 2
O -1.311 -0.985 -0.059
C -2.507 -0.324 -0.116
O -2.699 0.793 0.254
C -0.076 -0.416 -0.171
O 0.045 0.750 -0.568
Ce 2.424 0.035 0.302
H -3.279 -1.019 -0.490
*
```

Output
Frontier orbital gap (spin up / spin down) ... 5.7 / 6.9 eV
ΔE to the lowest compared entry with this formula, charge and spin ... 0.0 kcal per mole
⟨S²⟩ ... 0.959
Highest occupied orbital energy (spin up / spin down) ... -17.67 / -17.81 eV

Now the Löwdin charges, all in e: O 0.066; C -0.236; O 0.188; C -0.363; O -0.022; Ce 2.183; H 0.182

Formula: C2HCl2F
Source: the Open Molecules 2025 dataset
Level of theory: wB97M-V/def2-TZVPD

The geometry in ORCA input format:
```
! wB97M-V def2-TZVPD RIJCOSX def2/J DEFGRID3
* xyz 0 1
F -1.611 0.799 -0.070
C -0.614 -0.032 -0.020
Cl -1.333 -1.638 -0.010
C 0.647 0.303 0.073
Cl 1.930 -0.805 -0.049
H 0.980 1.373 0.076
*
```

Output
Frontier orbital gap ... 10.5 eV
ΔE to the lowest compared entry with this formula, charge and spin ... 4.7 kcal per mole
Highest occupied orbital energy ... -9.74 eV

Now the natural (NBO) charges, all in e: F -0.292; C 0.362; Cl -0.005; C -0.360; Cl 0.046; H 0.248